53
Properties=species:S:1:pos:R:3 method="wB97M-V/def2-TZVPD" multiplicity=5 homo_energy_ha="-0.3256 / -0.4473" charge=+1 orbital_gap_ev="4.61 / 5.57" relative_energy_kj_mol=32.00 s2=6.03
C -1.525 -0.757 3.268
C -2.049 -0.733 1.953
C -1.011 -1.111 1.064
H -3.069 -0.495 1.680
C 0.160 -1.352 1.829
C -0.159 -1.125 3.186
H 1.119 -1.677 1.446
C -0.881 3.298 2.237
C -1.916 2.332 2.013
C -1.693 1.764 0.704
H -2.808 2.175 2.608
C -0.474 2.336 0.193
C -0.006 3.296 1.135
H -1.107 -1.237 -0.008
H 0.525 -1.241 4.015
H -2.084 -0.536 4.172
H 0.870 3.926 0.970
H -2.405 1.195 0.115
H -0.820 3.978 3.081
Os -0.494 0.637 2.064
C 0.125 2.039 -1.158
C 0.804 3.315 -1.688
C -0.965 1.609 -2.162
H 0.072 4.129 -1.754
H 1.207 3.117 -2.684
H 1.629 3.621 -1.038
H -1.746 2.381 -2.209
H -1.422 0.650 -1.881
H -0.515 1.507 -3.156
C 1.125 0.862 -0.954
C 1.912 0.515 -2.209
H 0.580 -0.041 -0.634
H 1.864 1.108 -0.170
O 1.984 1.316 -3.136
N 2.540 -0.696 -2.302
C 2.460 -1.810 -1.370
H 3.132 -0.792 -3.118
C 1.191 -2.626 -1.534
C 0.996 -3.719 -0.685
H 1.769 -3.941 0.058
C -0.151 -4.505 -0.796
H -0.288 -5.349 -0.119
C -1.104 -4.217 -1.780
H -1.992 -4.841 -1.880
C -0.909 -3.136 -2.643
H -1.633 -2.899 -3.422
C 0.242 -2.342 -2.527
H 0.419 -1.522 -3.230
H 2.521 -1.416 -0.344
H 3.338 -2.455 -1.518
O -0.133 2.162 5.870
C 0.197 1.818 4.776
N 0.577 1.484 3.673